(1)
{"formula": "C10H6IrN3OS7Se", "method": "ωB97M-V/def2-TZVPD", "de_lowest_kj_mol": 165.43, "charge": 0, "e_tot_ha": -5917.217998, "lumo_energy_ha": -0.095, "species": ["Ir", "S", "C", "S", "C", "C", "S", "S", "S", "Se", "N", "C", "C", "C", "C", "N", "C", "N", "H", "H", "H", "C", "O", "C", "S", "S", "H", "H", "H"], "xyz": [[1.31726, 0.19889, 0.13941], [-1.88926, 5.94301, -2.65339], [-1.09667, 4.73100, -1.89719], [-1.82657, 3.71233, -0.68973], [-0.43266, 2.71668, -0.38701], [0.67151, 2.97928, -1.11734], [2.14081, 2.03966, -0.91490], [0.55135, 4.29690, -2.24799], [-0.40945, 1.48159, 0.86090], [0.71216, -3.68133, 0.79103], [-0.66631, -3.98411, -0.28845], [-0.86417, -2.91479, -1.04122], [-1.89990, -2.64828, -1.98714], [-1.94217, -1.40123, -2.53205], [-1.00250, -0.38571, -2.16261], [0.00233, -0.61652, -1.36380], [0.06725, -1.86817, -0.81782], [0.99234, -2.05595, 0.10320], [-2.63385, -3.40627, -2.22122], [-2.71782, -1.12841, -3.23275], [-1.10916, 0.62381, -2.54035], [0.65025, -0.23270, 3.91349], [1.48103, -1.31022, 3.46637], [2.47560, -1.14186, 2.60535], [3.37432, -2.45843, 2.21705], [2.74910, 0.46856, 1.90139], [0.22338, -0.58250, 4.84899], [-0.14291, -0.05423, 3.18910], [1.22472, 0.67897, 4.05870]]}

---

(2)
{"formula": "C34H61N4NdOP2S4Sb", "method": "ωB97M-V/def2-TZVPD", "de_lowest_kj_mol": 172.49, "charge": -1, "e_tot_ha": -4703.625872, "s_squared": 3.75, "multiplicity": 4, "lumo_energy_ha": [0.062, 0.062], "species": ["Nd", "N", "C", "C", "N", "C", "C", "N", "H", "H", "H", "H", "H", "H", "H", "H", "H", "H", "H", "H", "H", "C", "C", "C", "P", "C", "C", "C", "C", "C", "C", "C", "C", "C", "C", "N", "C", "C", "C", "C", "C", "C", "C", "P", "C", "C", "C", "C", "C", "C", "H", "H", "H", "H", "H", "H", "H", "H", "H", "H", "H", "H", "H", "H", "H", "H", "H", "H", "H", "H", "H", "H", "H", "H", "H", "H", "H", "H", "H", "H", "H", "H", "H", "H", "H", "H", "H", "H", "H", "H", "S", "Sb", "S", "S", "S", "C", "C", "C", "O", "C", "H", "H", "H", "H", "H", "H", "H", "H"], "xyz": [[-0.71073, -0.57189, -1.52768], [0.64470, 1.45780, -0.75976], [0.54261, 2.78504, -1.47248], [0.20537, 2.74126, -2.97808], [-0.71862, 1.67678, -3.27301], [-2.12357, 2.08850, -3.43939], [-3.05094, 0.88366, -3.53593], [-3.18074, 0.16814, -2.25687], [0.47857, 1.56684, 0.23991], [1.63404, 1.17172, -0.73074], [1.49978, 3.29976, -1.44695], [-0.26919, 3.37085, -0.97763], [1.11820, 2.75814, -3.63964], [-0.34101, 3.67833, -3.23318], [-0.39324, 1.05522, -4.06510], [-2.21366, 2.66653, -4.37906], [-2.45310, 2.77717, -2.61781], [-2.69972, 0.20706, -4.36929], [-3.99003, 1.27279, -3.91247], [-3.75055, -0.70634, -2.38880], [-3.74752, 0.75580, -1.63810], [3.15462, -1.94578, -1.46452], [3.13764, -2.34309, 0.07774], [2.45643, -3.68905, 0.22083], [2.19801, -0.91114, 0.78953], [3.46506, -0.22136, 1.95736], [4.55427, 0.52446, 1.11823], [2.73503, 0.61582, 2.99954], [0.98931, -1.71362, 1.88846], [1.47361, -2.48407, 2.91064], [0.64354, -3.28759, 3.70566], [1.19938, -4.48762, 4.40776], [-0.72484, -2.95676, 3.68004], [-1.24485, -2.10003, 2.71327], [-0.41370, -1.40244, 1.81001], [-0.93544, -0.41823, 1.01514], [-2.19658, 0.06287, 1.22529], [-3.25436, -0.75504, 0.78618], [-4.56234, -0.27771, 0.82996], [-4.80710, 1.03492, 1.31839], [-6.24671, 1.52912, 1.32350], [-3.77570, 1.81575, 1.84994], [-2.41913, 1.32580, 1.85574], [-1.01920, 2.37838, 2.56721], [-1.61457, 4.15727, 2.44905], [-2.25814, 4.50561, 1.11248], [-0.42170, 4.92996, 2.87939], [-1.53271, 2.21612, 4.40977], [-3.04857, 1.94053, 4.71388], [-0.64760, 1.20324, 5.11339], [3.54184, -2.79699, -2.09342], [3.64231, -1.03619, -1.86460], [2.08581, -1.83438, -1.77234], [4.14616, -2.25420, 0.51214], [1.36709, -3.64042, -0.07858], [2.48172, -4.08746, 1.24286], [3.01289, -4.50425, -0.32100], [4.03421, -1.04919, 2.44248], [4.07111, 1.15178, 0.31899], [5.26987, -0.16672, 0.68052], [5.00809, 1.22886, 1.74803], [1.90806, 1.26562, 2.58751], [3.36167, 1.30908, 3.58097], [2.25288, 0.02466, 3.79749], [2.56561, -2.52251, 2.98292], [2.13184, -4.80952, 3.94347], [0.50828, -5.34238, 4.46458], [1.43441, -4.40953, 5.48107], [-1.41790, -3.26864, 4.41819], [-2.31515, -1.94185, 2.65823], [-3.03230, -1.73640, 0.31645], [-5.36673, -0.78722, 0.35431], [-6.19812, 2.54645, 0.99380], [-6.66146, 1.39883, 2.31962], [-6.89142, 0.90697, 0.63597], [-4.01235, 2.80699, 2.22343], [-2.30569, 4.31275, 3.23891], [-1.50211, 4.96110, 0.45636], [-3.14514, 5.10317, 1.27560], [-2.66984, 3.62001, 0.49917], [0.32708, 4.99033, 2.09959], [0.08574, 4.53728, 3.73511], [-0.77202, 5.92621, 3.13963], [-1.31980, 3.19212, 4.84351], [-3.23904, 0.93301, 4.40989], [-3.75408, 2.73138, 4.36784], [-3.16138, 1.90552, 5.77968], [-0.99152, 0.14578, 4.84605], [-0.73217, 1.35137, 6.21451], [0.47843, 1.32246, 4.87766], [0.91457, -5.05410, -4.16742], [-0.98908, -3.88373, -3.40339], [-0.45069, -1.63697, -4.17965], [-0.87094, -3.31971, -1.07677], [-2.99202, -4.80641, -3.89726], [3.25814, -2.94864, -6.90563], [4.34853, -1.94941, -7.24047], [4.69979, -1.27682, -5.89565], [3.85816, -1.87299, -4.87291], [2.72317, -2.40549, -5.60587], [3.76293, -3.94327, -6.71471], [2.51463, -3.00724, -7.74581], [3.98106, -1.10210, -7.81011], [5.25569, -2.35419, -7.71050], [4.45175, -0.23010, -5.82853], [5.71636, -1.32411, -5.47558], [1.96542, -1.57821, -5.71539], [2.26138, -3.13986, -4.97276]]}

---

(3)
{"formula": "C20H18BClN5O4Pd", "method": "ωB97M-V/def2-TZVPD", "de_lowest_kj_mol": 45.27, "charge": 1, "e_tot_ha": -1960.306034, "s_squared": 6.06, "multiplicity": 5, "lumo_energy_ha": [-0.128, -0.265], "species": ["Pd", "O", "C", "O", "C", "C", "C", "C", "C", "N", "C", "O", "O", "H", "H", "H", "H", "B", "N", "C", "C", "C", "N", "N", "C", "C", "C", "N", "H", "H", "H", "H", "H", "H", "H", "H", "Cl", "C", "C", "C", "C", "C", "C", "C", "H", "H", "H", "H", "H", "H"], "xyz": [[-0.00613, -0.02642, -0.08757], [-1.86722, -4.02288, 0.32425], [-1.30174, -2.84146, 0.43325], [-1.49981, -1.92028, -0.34573], [-0.37451, -2.68785, 1.57757], [-0.25534, -3.56919, 2.64537], [0.66085, -3.26773, 3.64549], [1.42810, -2.11475, 3.54567], [1.22711, -1.27974, 2.44981], [0.34996, -1.56689, 1.50466], [1.99052, 0.05791, 2.22111], [2.98725, 0.26398, 2.87814], [1.46046, 0.79497, 1.34403], [-2.46017, -4.08295, -0.44483], [-0.87491, -4.45136, 2.67978], [0.77703, -3.93580, 4.48577], [2.16111, -1.83874, 4.28848], [-2.56723, 2.78137, -0.36139], [-1.97237, 2.33166, 0.95162], [-2.06106, 3.08614, 2.06791], [-1.52916, 2.38209, 3.12127], [-1.12799, 1.16812, 2.55156], [-1.40545, 1.15798, 1.24828], [-2.35281, 1.81700, -1.50360], [-3.08705, 1.84538, -2.63360], [-2.56404, 0.93412, -3.52192], [-1.47610, 0.37899, -2.84178], [-1.36284, 0.92471, -1.63289], [-2.10453, 3.84848, -0.65557], [-3.73802, 2.97945, -0.21699], [-2.51502, 4.05397, 2.04384], [-1.42712, 2.69152, 4.14033], [-0.69432, 0.32374, 3.05323], [-3.93400, 2.49282, -2.73633], [-2.89964, 0.70690, -4.51203], [-0.79504, -0.37496, -3.18903], [2.79237, -5.19168, 0.13248], [2.51322, -3.58436, -0.39292], [1.54075, -3.33284, -1.36636], [1.27229, -2.04559, -1.75772], [1.94980, -0.92659, -1.16371], [1.71533, 0.40683, -1.56256], [3.00089, -1.23992, -0.23672], [3.26311, -2.53000, 0.14107], [1.01815, -4.16369, -1.81648], [0.56128, -1.87618, -2.55567], [1.23981, 0.62982, -2.51131], [2.37530, 1.17073, -1.16741], [3.60889, -0.43470, 0.14938], [4.05715, -2.74249, 0.84009]]}

---

(4)
{"formula": "C34H60N2O2SiTl", "method": "ωB97M-V/def2-TZVPD", "charge": 1, "e_tot_ha": -2053.153786, "lumo_energy_ha": [-0.160, -0.180], "species": ["O", "O", "C", "C", "H", "H", "H", "H", "H", "C", "C", "H", "H", "H", "H", "H", "C", "C", "C", "H", "H", "H", "H", "H", "C", "H", "H", "H", "H", "H", "H", "N", "C", "C", "C", "C", "H", "H", "H", "C", "H", "H", "H", "N", "C", "C", "C", "C", "H", "C", "H", "C", "H", "C", "C", "C", "C", "C", "C", "H", "C", "H", "C", "H", "C", "C", "Tl", "H", "H", "H", "H", "H", "H", "H", "H", "H", "H", "H", "H", "H", "C", "Si", "H", "H", "C", "C", "C", "H", "H", "H", "H", "H", "H", "H", "H", "H", "C", "H", "H", "H"], "xyz": [[1.89717, -2.37152, -2.06028], [0.79481, -0.82564, -3.75953], [3.12159, -2.99127, -1.65170], [3.32778, -3.01902, -0.14991], [3.90122, -2.39571, -2.14356], [3.15550, -4.01260, -2.06546], [3.10417, -2.05037, 0.31263], [4.37446, -3.26422, 0.04976], [2.71132, -3.79015, 0.32255], [0.68712, -3.07245, -1.68396], [0.31028, -4.11049, -2.70556], [-0.08277, -2.29387, -1.59860], [0.81349, -3.51789, -0.68392], [0.13701, -3.64263, -3.68210], [-0.61199, -4.60986, -2.39140], [1.09768, -4.86834, -2.79776], [-0.41558, -0.39167, -4.39147], [1.89338, -0.96559, -4.68065], [-1.56565, -0.61813, -3.44899], [-0.55427, -0.96782, -5.32043], [-0.32003, 0.67625, -4.65339], [-1.67700, -1.67983, -3.19564], [-2.49085, -0.29202, -3.93251], [-1.45393, -0.04715, -2.52175], [1.88284, -2.30182, -5.37475], [2.80767, -0.83628, -4.08992], [1.84440, -0.14622, -5.41796], [2.00581, -3.10966, -4.64700], [2.72069, -2.33975, -6.07708], [0.95601, -2.45007, -5.93852], [1.22777, -0.66700, -2.18126], [-0.96761, -0.20282, 3.48475], [-1.78771, 0.26424, 4.39614], [-2.56487, 1.42771, 4.23050], [-2.81349, 2.12842, 3.03265], [-1.95205, -0.46624, 5.71302], [-0.98967, -0.82669, 6.09866], [-2.62507, -1.32967, 5.60067], [-2.39124, 0.21731, 6.44569], [-3.81626, 3.25687, 3.16347], [-4.21631, 3.57799, 2.19517], [-3.36265, 4.12171, 3.66919], [-4.65165, 2.91318, 3.78729], [-2.24890, 1.82933, 1.88994], [-0.53394, -1.50898, 3.31452], [0.81403, -1.85410, 3.60397], [1.69427, -0.88317, 4.32269], [1.30728, -3.08349, 3.18043], [2.35333, -3.32407, 3.38506], [0.48092, -3.99708, 2.52077], [0.88062, -4.96047, 2.20137], [-0.86333, -3.68841, 2.29547], [-1.52537, -4.40541, 1.80532], [-1.38821, -2.46528, 2.69645], [-2.82745, -2.12768, 2.46978], [-2.33220, 2.47550, 0.66111], [-1.67562, 3.71983, 0.42642], [-1.10242, 4.50385, 1.56077], [-1.51929, 4.16927, -0.88278], [-0.97571, 5.10256, -1.05137], [-2.04966, 3.45357, -1.95624], [-1.92413, 3.82340, -2.97520], [-2.75706, 2.27148, -1.72351], [-3.21239, 1.72645, -2.55426], [-2.89030, 1.76101, -0.43895], [-3.55451, 0.43975, -0.20020], [0.49264, 1.03378, 1.32195], [2.09257, -0.10148, 3.65958], [2.55377, -1.41627, 4.74946], [1.16407, -0.38515, 5.14512], [-2.94692, -1.14113, 2.00229], [-3.39535, -2.11486, 3.41287], [-3.28849, -2.87939, 1.81823], [-0.65007, 5.42581, 1.17328], [-0.31943, 3.95323, 2.10321], [-1.86941, 4.79518, 2.28922], [-4.15972, 0.45141, 0.71508], [-2.82157, -0.37847, -0.10884], [-4.21582, 0.18811, -1.04017], [-3.09319, 1.78417, 5.11092], [1.21973, 0.15600, -1.27375], [2.24554, 1.66474, -1.79381], [0.15208, 0.37592, -1.14818], [1.64161, -0.40698, -0.43207], [3.97000, 1.05108, -2.20925], [2.40626, 3.00866, -0.47597], [1.41052, 2.49291, -3.26126], [1.77836, 3.52501, -3.36223], [0.31990, 2.54451, -3.13303], [1.61738, 1.97222, -4.20587], [4.63952, 1.22622, -1.35505], [4.37310, 1.59805, -3.07364], [3.98989, -0.02316, -2.43887], [2.74902, 2.61760, 0.49349], [1.45755, 3.54552, -0.31711], [3.14899, 3.74799, -0.81496], [1.34329, 2.51653, 2.98893], [0.53789, 2.65223, 3.72065], [1.64886, 3.45234, 2.50820], [2.19598, 1.98060, 3.42288]]}

---

(5)
{"formula": "C19H36AlBrCaCl4F2MgNNbO10", "method": "ωB97M-V/def2-TZVPD", "de_lowest_kj_mol": 311.68, "charge": 2, "e_tot_ha": -7342.798034, "lumo_energy_ha": -0.348, "species": ["C", "C", "O", "C", "N", "C", "C", "O", "Nb", "C", "O", "C", "O", "C", "C", "O", "H", "H", "H", "H", "H", "H", "H", "H", "H", "H", "H", "H", "H", "H", "H", "H", "H", "H", "H", "H", "H", "H", "H", "H", "H", "Cl", "C", "C", "Cl", "C", "C", "C", "C", "H", "H", "H", "H", "Mg", "C", "Cl", "Cl", "H", "H", "O", "H", "C", "C", "O", "C", "O", "O", "F", "H", "H", "H", "Ca", "Br", "O", "H", "Al", "F"], "xyz": [[7.42146, 1.96070, 1.26982], [6.32667, 1.76758, 2.32732], [6.65761, 0.52023, 3.04981], [4.89320, 1.59623, 1.72189], [4.89661, 1.18418, 0.32573], [3.58259, 1.24931, -0.28626], [2.44374, 0.59574, 0.51197], [1.39611, 0.34709, -0.42556], [0.41197, -1.43064, -0.14828], [-0.75029, -0.80718, 1.68865], [-2.13785, -0.44654, 1.36292], [-2.26072, 0.95882, 1.23053], [-3.47427, 1.25579, 0.63476], [-4.01160, 2.50741, 1.10561], [-3.51437, 3.67955, 0.25495], [-2.22240, 4.12019, 0.70110], [8.01532, 1.04693, 1.15599], [8.15967, 2.72264, 1.70639], [7.06655, 2.35432, 0.31691], [6.35250, 2.55815, 3.08136], [6.24406, -0.21137, 2.55397], [4.39575, 0.85097, 2.37855], [4.39256, 2.56707, 1.82653], [5.35842, 0.29832, 0.16571], [3.28142, 2.27675, -0.53639], [3.61349, 0.65185, -1.24857], [2.78681, -0.28121, 1.07948], [2.05246, 1.32195, 1.24737], [-1.10740, -0.83608, -1.09322], [1.01358, -2.00481, -1.79379], [1.77287, -2.20979, 0.73747], [-0.50139, -3.02717, 0.01728], [-0.79552, -1.62823, 2.41807], [-0.29490, 0.07617, 2.17421], [-2.12172, 1.41645, 2.22338], [-1.42114, 1.29447, 0.57755], [-5.09872, 2.44113, 0.96529], [-3.83520, 2.66136, 2.17654], [-3.43723, 3.35679, -0.79383], [-4.18455, 4.54290, 0.30190], [-1.56475, 3.57434, 0.25934], [4.06338, -1.59758, -2.90221], [3.19711, -2.62261, -4.02062], [2.16994, -2.14335, -4.81949], [1.66391, -0.48114, -4.78741], [1.51102, -3.00295, -5.68304], [1.88003, -4.33674, -5.74993], [2.91147, -4.81238, -4.95326], [3.56922, -3.95434, -4.08807], [0.70799, -2.63452, -6.30702], [1.36269, -5.00483, -6.42461], [3.20364, -5.85202, -5.00558], [4.37236, -4.32762, -3.46705], [-2.88199, -2.03484, -0.77546], [0.80164, -4.77033, 3.59110], [1.68614, -3.51154, 2.69740], [-0.86454, -4.90401, 3.03804], [1.29903, -5.72174, 3.43728], [0.79591, -4.51424, 4.64539], [-6.26571, -0.62319, -2.03156], [-5.78901, -0.21993, -1.29117], [-8.59918, 1.42918, -1.27003], [-9.72102, 2.05289, -0.47139], [-9.00528, 2.63526, 0.62624], [-7.72600, 2.95304, 0.13906], [-6.96283, 3.67619, 0.66429], [-7.49676, 2.31540, -1.01919], [-10.56273, 1.12168, -0.00063], [-8.34200, 0.42968, -0.91543], [-8.82483, 1.37908, -2.33214], [-10.28807, 2.82397, -0.99651], [6.94238, -1.70810, 3.48725], [10.03258, 3.43886, 1.69579], [-1.29031, -2.72744, 5.01487], [-1.44350, -2.48078, 4.09495], [3.25756, 0.89500, -2.99282], [-9.16561, 3.96359, 1.95052]]}

---

What is the formula in the third record?
C20H18BClN5O4Pd